50
Properties=species:S:1:pos:R:3:forces:R:3 method="wB97M-V/def2-TZVPD" e_above_lowest_kj_mol=0.0
Sr -8.51306 16.55307 4.02788 -0.5 -0.1 0.1
C -6.00069 18.58881 7.29906 0.5 1.1 0.5
C -7.07686 18.10621 6.37874 -0.9 -1.2 -0.4
O -7.09707 16.85146 6.16387 0.4 -0.2 -0.1
O -7.97967 18.85067 5.93718 0.3 0.5 0.0
H -6.29447 18.28828 8.30709 0.1 0.0 0.0
H -5.90058 19.67706 7.28058 -0.3 0.0 0.1
H -5.00153 18.19744 7.11623 -0.2 -0.4 -0.2
C -11.09990 14.26224 1.13294 0.2 -0.5 -0.4
C -10.26743 15.17134 2.00625 0.3 -0.1 0.4
O -9.01652 15.21173 1.81945 0.2 0.2 -0.3
O -10.82747 15.75854 2.95724 -0.2 0.2 0.2
H -12.13051 14.58718 1.02956 0.0 0.0 0.2
H -11.06180 13.27858 1.61368 -0.3 0.1 0.1
H -10.66093 14.09807 0.14761 0.1 0.3 0.0
C -7.51838 13.15916 4.87729 0.4 -0.4 -0.1
O -7.87124 14.29096 4.60930 -0.1 -0.3 0.3
N -8.03189 12.43963 5.91545 0.3 -0.2 -0.2
N -6.50200 12.54574 4.16214 -0.5 -0.1 0.3
H -7.82746 11.46360 6.03431 0.0 0.1 0.0
H -8.70555 12.84718 6.53250 -0.1 0.2 -0.1
H -6.37113 11.55310 4.28003 0.0 0.1 -0.1
H -6.43314 12.86895 3.21125 0.0 0.1 0.0
C -5.14432 15.77501 3.33410 0.1 0.1 0.0
O -6.27595 16.42120 2.79082 -0.4 -0.4 0.2
C -6.09729 17.07146 1.56582 0.9 0.9 -0.2
C -7.25591 18.03701 1.30086 0.6 0.0 -0.3
N -7.82670 18.60437 2.52822 -0.7 0.6 -1.0
C -9.06006 19.33138 2.14877 -0.6 -0.2 0.6
C -9.82886 19.68600 3.41715 1.0 0.7 -0.7
O -10.20049 18.46264 3.98700 -0.4 0.4 0.7
C -11.23813 18.63003 4.93295 -1.0 0.0 0.0
H -4.43168 16.50110 3.74070 0.0 0.0 -0.2
H -4.64688 15.15192 2.58399 0.0 0.0 0.0
H -5.49885 15.16500 4.16024 0.0 -0.1 0.0
H -5.97177 16.39116 0.71509 -0.2 -0.2 0.2
H -5.14765 17.63270 1.61623 -0.1 0.1 0.1
H -8.03097 17.52497 0.73155 -0.2 -0.1 0.4
H -6.89406 18.83342 0.63252 0.1 -0.1 0.0
H -7.24442 19.34853 2.90378 0.5 -0.5 0.2
H -9.73386 18.66348 1.60569 0.3 0.0 -0.3
H -8.82980 20.21319 1.54313 -0.1 0.0 0.0
H -10.69447 20.32056 3.20029 -0.1 -0.2 -0.2
H -9.16219 20.28679 4.05643 -0.2 -0.3 0.4
H -12.20100 18.70111 4.40569 0.1 0.1 0.0
H -11.12381 19.52702 5.54525 0.3 0.0 -0.1
H -11.33172 17.77811 5.60218 0.3 -0.2 -0.2
O -10.00248 15.83435 6.17626 -0.2 0.2 0.0
H -9.69857 16.68253 6.52622 0.1 0.1 0.2
H -9.53775 15.18824 6.71336 0.2 0.0 0.0

***

45
Properties=species:S:1:pos:R:3:forces:R:3 method="wB97M-V/def2-TZVPD" total_charge=+1
C 3.55180 -1.78780 2.27698 1.2 -0.1 0.4
C 3.26521 -0.20259 2.56709 0.8 0.7 0.1
C 1.69182 0.24720 2.54867 0.5 -1.2 2.1
I 1.56043 1.77679 4.17542 -0.3 -0.6 -0.8
S 1.10587 1.11983 1.00720 -0.4 -1.2 1.5
C -0.77233 0.89149 0.73506 -2.2 0.7 -0.2
C -1.59834 0.48947 2.08251 -1.1 -0.3 0.4
C -1.93368 -1.10709 2.26124 -0.4 -0.3 -0.4
C -0.95705 -2.12414 1.42776 0.0 -1.1 0.8
C -3.49520 -1.42750 1.75447 0.5 -0.8 0.7
P 1.91600 0.23931 -0.80850 1.0 -1.8 -3.4
N 0.97882 -1.27034 -1.20078 1.9 1.0 0.1
O 3.55703 -0.28936 -0.61086 -3.0 -1.7 0.3
H 4.37943 -1.90365 1.42420 -2.1 0.2 1.8
H 2.59761 -2.43633 2.07938 1.8 1.3 0.2
H 4.07478 -2.23639 3.25207 -1.3 0.9 -2.2
H 3.85915 0.53850 1.84652 -1.2 -1.8 1.5
H 3.69722 0.03097 3.65482 -1.2 -0.5 -2.5
H 1.03406 -0.64695 2.91566 1.0 1.8 -1.1
H -1.00232 0.16476 -0.16135 0.9 1.3 2.0
H -1.16065 1.96236 0.38950 1.3 -2.3 0.7
H -2.65904 1.03231 1.99433 2.5 -1.0 0.1
H -1.14407 0.85933 3.09390 -0.5 -0.4 -2.2
H -1.84317 -1.34490 3.42435 -0.2 0.5 -2.6
H -1.44209 -2.48311 0.41262 1.1 1.0 2.0
H -0.85327 -3.11312 2.08896 -0.2 2.1 -1.5
H 0.13414 -1.73835 1.25425 -2.1 -0.6 0.2
H -3.90554 -0.60805 1.02582 0.8 -1.6 1.4
H -4.16814 -1.51214 2.71588 1.1 0.3 -2.1
H -3.50241 -2.49329 1.22124 -0.1 2.4 1.1
H 1.45259 -2.11219 -0.80348 -0.8 0.6 -0.6
H 0.88214 -1.34818 -2.25674 0.4 0.2 1.8
H 3.51689 -1.30919 -0.65052 0.4 2.2 0.3
C -2.30681 2.44024 -3.94391 -0.2 0.2 0.1
C -0.85121 2.33384 -3.51795 -0.3 -0.2 -0.7
C 0.00942 1.74911 -4.62655 0.3 0.1 0.0
O -0.75692 1.50696 -2.36096 0.1 -0.4 0.6
H -2.71924 1.45282 -4.17986 0.1 0.0 -0.1
H -2.91624 2.85109 -3.13203 0.1 0.0 -0.1
H -2.41491 3.08318 -4.82301 0.0 -0.1 0.1
H -0.47453 3.32526 -3.24380 0.0 -0.2 0.2
H -0.32090 0.73715 -4.88672 -0.1 0.1 0.0
H 1.05213 1.66694 -4.30162 -0.1 0.1 0.0
H -0.02916 2.37130 -5.52614 0.0 -0.1 0.1
H -1.08929 0.62446 -2.59508 0.0 0.4 -0.1

***

56
Properties=species:S:1:pos:R:3:forces:R:3 method="wB97M-V/def2-TZVPD" smiles="CP(O)N(CCCS(=O)(=O)O)C(=O)O.CCOS(C)(=O)=O.CCOS(C)(=O)=O"
C 6.39177 1.01839 -2.16202 -0.6 0.5 -0.5
P 5.84305 0.23625 -3.74256 0.7 -0.8 -0.9
O 4.67021 -0.81005 -3.16975 0.1 0.5 0.2
N 5.05870 1.53631 -4.60916 -0.9 -0.7 1.5
C 4.49666 2.67334 -3.86151 -0.4 -0.1 -0.5
C 3.48958 2.32574 -2.75502 0.1 0.7 0.1
C 2.07297 2.86406 -3.00214 0.1 -0.2 0.8
S 0.89972 1.54493 -3.18712 -0.2 -0.4 -1.2
O 1.42893 0.29073 -2.71765 0.3 0.2 0.4
O 0.45096 1.54304 -4.53637 -0.3 0.3 -0.3
O -0.27462 1.95777 -2.21518 0.2 0.2 0.0
C 4.21244 1.11637 -5.68725 0.4 1.3 -2.2
O 4.21827 1.72136 -6.74618 -0.1 -0.9 1.7
O 3.45603 0.01765 -5.52955 0.0 0.4 -0.4
H 7.46860 1.00170 -2.13204 0.4 -0.1 0.1
H 5.97827 0.45721 -1.33508 0.1 -0.3 0.3
H 6.07538 2.04834 -2.03589 0.0 0.1 0.0
H 4.40385 -0.59473 -2.27255 -0.3 -0.1 0.2
H 5.30154 3.26749 -3.45893 0.3 0.1 0.1
H 3.99987 3.31593 -4.58058 0.1 0.1 -0.3
H 3.44871 1.27228 -2.52581 0.1 -0.2 -0.1
H 3.82205 2.81166 -1.84702 0.2 0.0 0.3
H 1.76169 3.45465 -2.15259 -0.3 0.1 0.2
H 2.00441 3.49734 -3.87030 -0.2 0.0 -0.4
H -0.63587 1.13553 -1.85440 -0.2 -0.1 0.3
H 3.08953 -0.05996 -4.64113 0.3 -0.3 0.4
C -1.51167 -2.38787 3.20716 0.0 0.1 -0.2
C -0.03765 -2.65050 2.97563 -0.2 0.0 0.6
O 0.30552 -2.69845 1.57206 0.0 0.1 -0.2
S 0.40534 -1.32505 0.78075 0.1 -0.6 0.0
C 1.18482 -1.92252 -0.66802 0.0 0.0 0.0
O 1.29581 -0.45295 1.48639 -0.1 0.2 0.0
O -0.91282 -0.87660 0.43744 0.0 0.3 -0.1
H -1.79346 -1.38636 2.88866 0.0 0.0 0.0
H -1.75029 -2.48376 4.26601 0.1 0.0 0.0
H -2.12187 -3.09120 2.64230 0.0 0.0 0.1
H 0.58522 -1.91012 3.47995 0.0 0.1 -0.2
H 0.23478 -3.62738 3.36980 0.1 -0.1 -0.2
H 2.17885 -2.28321 -0.41786 0.0 0.0 0.0
H 1.23091 -1.06570 -1.34482 0.1 -0.3 0.2
H 0.57833 -2.71561 -1.09716 0.0 0.0 0.0
C -6.69621 -0.95830 6.36133 0.2 0.1 -0.1
C -7.03756 -1.55702 5.01103 -0.1 -0.3 0.5
O -6.86134 -0.61990 3.92841 0.0 0.1 -0.1
S -5.37579 -0.31576 3.44720 -0.4 0.1 -0.2
C -5.79144 0.51354 1.95319 0.0 0.0 -0.1
O -4.72932 -1.55504 3.14632 0.2 -0.1 0.1
O -4.77076 0.61458 4.34671 0.2 0.0 0.1
H -5.63228 -0.74107 6.44130 0.0 0.0 0.0
H -6.96280 -1.65452 7.15657 -0.1 0.0 0.0
H -7.23387 -0.02278 6.51233 -0.1 0.0 0.0
H -6.45537 -2.45869 4.81527 0.1 0.1 -0.1
H -8.08873 -1.83558 4.98138 0.0 0.1 -0.2
H -6.27961 -0.18948 1.28486 0.0 0.0 0.0
H -4.86044 0.86961 1.51812 0.0 0.0 0.0
H -6.44246 1.35072 2.18825 0.0 0.0 0.0

***

61
Properties=species:S:1:pos:R:3:forces:R:3 method="wB97M-V/def2-TZVPD" total_charge=-1
N 4.28604 -0.99487 -6.61411 0.2 -0.5 -1.5
H 4.50918 -1.21632 -5.65429 0.2 0.4 0.8
H 4.86487 -0.33894 -7.11890 0.6 1.0 0.8
H 3.32647 -0.72414 -6.77544 -0.8 0.0 0.4
H 4.48977 -1.81521 -7.16696 -0.4 -1.0 0.0
N 0.77133 0.18799 -0.54072 1.0 -0.2 0.9
H 1.36319 -0.42883 -1.07862 0.3 -0.2 -1.0
H 1.39565 0.54260 0.16963 0.6 0.2 0.9
H 0.10254 -0.41277 -0.08040 -0.9 0.2 0.0
H 0.44142 1.02522 -0.99931 -0.7 -0.1 -0.7
C 4.85326 3.36088 3.06929 -1.6 -1.6 -1.6
O 4.68751 2.30035 2.16131 0.5 0.4 0.8
H 4.54788 3.13494 4.09095 0.2 -0.5 0.9
H 5.84346 3.81342 3.12237 0.5 0.3 -0.1
H 4.07931 4.08538 2.81587 0.1 1.3 -0.1
C 3.91104 -4.41390 -0.80718 1.1 2.3 -1.6
O 4.22981 -3.19708 -1.55624 -1.2 -1.6 1.1
H 2.92189 -4.52109 -0.36199 -0.7 0.4 0.0
H 4.01886 -5.29038 -1.44613 0.2 -0.5 -0.1
H 4.59409 -4.49400 0.03847 0.4 -0.3 0.3
As -2.34503 -0.38976 -6.11814 -0.3 0.3 0.5
F -0.68578 0.34094 -6.08955 -1.0 -0.7 -0.8
F -2.76423 0.90681 -4.97283 0.1 -0.9 -0.6
F -4.05527 -0.98329 -5.96942 2.1 0.2 -0.2
F -1.87841 -1.72993 -7.26003 -0.5 1.7 1.2
F -1.73488 -1.38724 -4.77296 -0.8 0.3 -0.8
F -2.85581 0.65771 -7.46021 0.7 -1.0 0.8
C 3.21955 -2.16248 6.30906 -0.5 -0.8 -2.4
C 1.95216 -1.41112 6.57859 1.7 0.5 1.0
O 2.10199 -1.32498 8.06328 -1.3 -0.1 -1.9
C 2.92548 -2.37636 8.42703 -0.2 5.0 10.3
O 3.35264 -2.48583 9.61151 -2.3 -0.1 -3.7
O 3.35196 -2.96395 7.47412 3.7 -4.2 -6.5
F 0.85802 -2.07234 6.16496 -0.7 -0.5 0.6
H 4.04211 -1.52400 5.98683 0.4 0.3 1.4
H 3.18215 -2.78461 5.41483 -0.6 -0.5 0.3
H 1.95935 -0.47587 6.01881 -0.2 0.5 1.0
C -4.39017 -4.89889 -0.26666 1.0 0.2 1.9
O -5.37063 -3.91108 -0.49009 -1.3 -3.8 -1.7
C -5.28708 -2.71335 -0.10262 2.0 4.5 0.9
O -4.22038 -2.10348 0.23671 -4.5 -2.1 -0.9
O -6.55007 -2.14344 -0.21705 0.5 0.1 0.0
C -7.78677 -2.95036 -0.54282 1.8 0.5 0.3
H -3.45492 -4.62106 -0.75269 -0.1 -0.3 0.2
H -4.68791 -5.93738 -0.41155 -0.7 0.5 -1.2
H -4.32884 -4.92928 0.82119 1.0 0.3 0.2
H -7.60474 -3.63766 -1.36900 0.2 -0.1 0.3
H -8.55886 -2.26392 -0.89037 0.3 0.3 0.4
H -8.04613 -3.44237 0.39460 -0.3 -0.2 -0.3
C 1.10145 7.54684 -0.21759 1.6 0.1 -1.2
O -0.09896 7.30935 0.44366 -0.7 -0.1 0.6
C -0.77359 6.24146 0.04020 0.9 -2.4 -2.6
O -0.39588 5.37040 -0.78682 -0.9 2.6 2.5
O -1.95548 6.27439 0.61618 -0.5 -0.4 0.6
C -2.77078 5.09241 0.51995 -0.3 0.1 -0.1
H 1.80564 6.71845 -0.14019 -0.2 -0.2 0.0
H 1.62809 8.41636 0.17571 -0.6 0.1 0.4
H 0.89128 7.73002 -1.27134 0.1 -0.1 -0.1
H -2.20943 4.17901 0.71663 0.2 0.2 -0.1
H -3.25211 5.03538 -0.45635 0.2 0.0 0.0
H -3.54735 5.20134 1.27704 0.2 0.1 0.0

***

Record-wise electronic energy values, in eV: -33536.2424 -45660.6278 -79714.9236 -117234.5140
Record-wise gap between HOMO and LUMO values, in eV: 8.6 9.0 9.4 2.0